[1]
Molecular formula: C6H7N
Method: DFT, ωB97M-V/def2-TZVPD

Geometry as ORCA input:
```
! RIJCOSX wB97M-V def2-TZVPD def2/J DEFGRID3
* xyz 0 1
C 0.228 1.447 0.059
C 0.394 -0.076 0.184
C -0.907 -0.843 -0.184
C -1.965 -0.576 0.807
N -2.768 -0.346 1.609
C 1.400 -0.682 -1.559
C 1.801 -0.728 -0.337
H -0.083 1.743 -0.948
H -0.529 1.800 0.777
H 1.171 1.951 0.288
H 0.610 -0.304 1.217
H -1.267 -0.556 -1.176
H -0.712 -1.918 -0.205
H 2.636 -0.951 0.335
*
```

## Properties
M: 93.1 g/mol
E_tot: -7821.0577 eV

***

[2]
Molecular formula: C6H7N
Method: DFT, ωB97M-V/def2-TZVPD

Geometry as ORCA input:
```
! RIJCOSX wB97M-V def2-TZVPD def2/J DEFGRID3
* xyz 0 1
C 1.161 -0.319 -0.677
C -0.090 -1.090 -0.338
C -1.253 -0.123 -0.242
C -0.611 -0.662 1.005
N 0.040 0.645 1.334
C -0.577 1.199 0.111
C 0.868 0.926 0.128
H 1.192 -0.102 -1.751
H 2.087 -0.817 -0.377
H -0.200 -2.138 -0.597
H -2.208 -0.074 -0.737
H -0.920 -1.335 1.794
H -1.079 2.163 0.098
H 1.588 1.727 0.250
*
```

## Properties
M: 93.1 g/mol
E_tot: -7822.4513 eV